No. 1
86
Properties=species:S:1:pos:R:3:lowdin_charge:R:1 method="wB97M-V/def2-TZVPD" total_charge=+1 homo_ev=-10.632 total_energy_ha=-4665.619388
C -1.0440 -6.7400 1.1641 -0.084
C -1.5494 -7.2823 -0.2282 -0.258
O -0.9347 -6.6790 -1.3694 -0.164
C -1.5188 -5.3935 -1.6766 -0.153
C -0.4429 -4.3186 -1.1862 -0.147
O -0.8573 -2.9564 -1.3844 -0.121
C -1.9059 -2.5514 -0.5101 -0.288
C -2.8483 -1.5695 -1.3181 -0.034
C -2.7683 -0.0322 -1.0173 -0.229
C -4.0988 0.4594 -0.2632 -0.118
C -4.4162 1.9694 -0.7183 -0.212
C -5.8151 2.0988 -1.4597 -0.206
S -7.2529 1.7202 -0.3845 0.646
O -8.3201 2.6148 -0.8070 -0.279
O -7.6252 0.3290 -0.6190 -0.301
O -6.8461 2.0407 1.1715 -0.153
N -1.5738 0.4916 -0.2859 -0.052
C -0.8438 1.4843 -1.1913 -0.092
C 0.5981 1.8469 -0.6267 -0.182
C 1.0432 3.2471 -1.1911 -0.158
C 2.5330 3.5910 -0.7790 -0.149
N 3.4211 2.4253 -0.6965 -0.173
C 3.8172 1.6802 0.4280 -0.115
C 4.7389 0.6575 -0.0425 -0.088
C 4.8814 0.7779 -1.5343 -0.054
C 4.0088 1.8973 -1.8338 -0.117
C -0.6469 -0.5098 0.2977 -0.076
C -1.3961 -1.8051 0.8017 -0.203
C -0.4407 -2.6625 1.7075 -0.165
C -0.2011 -2.0880 3.1533 -0.289
C -1.5014 -2.0265 4.0469 -0.598
Br -0.9492 -2.1218 5.9511 0.612
H -0.0050 -6.2995 1.1103 0.079
H -1.0152 -7.5058 1.9777 0.080
H -1.7189 -5.8981 1.5094 0.062
H -1.2619 -8.3742 -0.2638 0.128
H -2.6728 -7.2612 -0.2701 0.122
H -2.4864 -5.3090 -1.1080 0.114
H -1.6944 -5.2523 -2.7727 0.136
H 0.4384 -4.4774 -1.8746 0.147
H -0.0725 -4.5602 -0.1600 0.091
H -2.5550 -3.3988 -0.1450 0.152
H -2.6678 -1.7554 -2.4115 0.140
H -3.9097 -1.8973 -1.1242 0.130
H -2.8101 0.5050 -2.0069 0.146
H -4.9891 -0.1372 -0.6183 0.110
H -4.0252 0.3527 0.8505 0.120
H -4.3786 2.6166 0.2046 0.116
H -3.6519 2.3876 -1.4213 0.098
H -5.8626 3.1676 -1.8181 0.122
H -5.7719 1.4701 -2.3858 0.125
H -6.4381 1.2228 1.5240 0.093
H -1.9187 1.0756 0.4922 0.186
H -1.4278 2.4459 -1.1788 0.133
H -0.6982 1.0811 -2.2245 0.157
H 1.2916 1.0234 -0.9530 0.117
H 0.6209 1.9197 0.4940 0.123
H 0.3760 4.0139 -0.6958 0.123
H 0.8859 3.3604 -2.3005 0.123
H 2.9434 4.2737 -1.5680 0.125
H 2.5251 4.0707 0.2346 0.131
H 3.4675 1.8813 1.4619 0.118
H 5.2725 -0.0939 0.5803 0.089
H 5.4974 0.1726 -2.2270 0.091
H 3.8038 2.3195 -2.8469 0.127
H -0.0903 -0.1042 1.1902 0.137
H 0.1506 -0.8610 -0.4183 0.161
H -2.3127 -1.5713 1.4193 0.151
H 0.5438 -2.8856 1.1992 0.135
H -0.9297 -3.6748 1.8448 0.109
H 0.5003 -2.8019 3.6772 0.098
H 0.3650 -1.1103 3.1238 0.110
H -2.0331 -1.0579 3.8785 0.057
H -2.1627 -2.9026 3.8213 0.072
O 4.3790 5.7060 -0.2535 0.093
C 5.5168 5.4638 0.0587 -0.459
O 6.3468 6.3763 0.6196 0.038
C 7.6577 5.8096 0.7677 -0.154
C 7.4447 4.3108 0.7666 -0.153
C 6.2427 4.1559 -0.1476 -0.078
H 8.2771 6.1426 -0.0691 0.130
H 8.1046 6.1600 1.6976 0.128
H 8.3214 3.7518 0.4399 0.121
H 7.1857 3.9717 1.7734 0.122
H 6.5356 4.0737 -1.1964 0.140
H 5.6215 3.3127 0.1436 0.087

No. 2
85
Properties=species:S:1:pos:R:3:lowdin_charge:R:1 method="wB97M-V/def2-TZVPD" total_charge=0 smiles="C[Si](C)(CCCCCCCC[PH3]N(C(=O)F)C(=O)F)c1ccccc1.CC(C)=O.CC(C)=O.CC(C)=O" homo_ev=-9.039 total_energy_ha=-2319.092255
C 2.9744 2.0958 1.1501 -0.156
Si 2.0924 2.4554 -0.4720 0.593
C 0.3430 1.7315 -0.3220 -0.170
C 1.9144 4.3052 -0.7612 -0.247
C 1.0878 4.6829 -2.0266 -0.251
C -0.0703 5.6411 -1.7275 -0.211
C -1.2966 5.4730 -2.6257 -0.205
C -1.9850 4.1056 -2.5147 -0.220
C -3.1300 4.1085 -1.5056 -0.194
C -3.9241 2.7748 -1.3681 -0.259
C -3.2734 1.5578 -2.0204 -0.401
P -4.1060 -0.0769 -1.5766 0.956
N -4.8234 -1.7821 -1.0729 -0.110
C -6.2038 -1.8640 -1.3069 -0.611
O -7.0119 -1.6000 -0.4909 0.167
F -6.5695 -2.1930 -2.5423 0.127
C -4.0771 -2.7594 -1.7463 -0.610
O -3.3336 -3.5125 -1.2358 0.168
F -4.1751 -2.7481 -3.0788 0.113
C 2.8597 1.5616 -1.9445 -0.248
C 2.6952 0.1737 -2.0115 -0.100
C 3.1974 -0.5736 -3.0743 -0.083
C 3.8846 0.0773 -4.0954 -0.093
C 4.0616 1.4531 -4.0348 -0.092
C 3.5574 2.1991 -2.9738 -0.092
H 3.9449 1.6236 1.0338 0.034
H 3.1194 3.0490 1.6604 0.029
H 2.3319 1.5002 1.7941 -0.008
H 0.4200 0.7083 0.0380 0.027
H -0.0395 1.6470 -1.3385 0.010
H -0.3140 2.3275 0.3045 0.036
H 2.8969 4.7662 -0.8474 0.072
H 1.4142 4.7046 0.1188 0.068
H 1.7725 5.1887 -2.7042 0.101
H 0.7590 3.7916 -2.5584 0.085
H -0.3838 5.5911 -0.6845 0.103
H 0.3000 6.6536 -1.8838 0.109
H -0.9690 5.5880 -3.6598 0.109
H -2.0109 6.2740 -2.4370 0.106
H -1.2368 3.4000 -2.1694 0.072
H -2.3369 3.7949 -3.4948 0.110
H -2.6786 4.3142 -0.5342 0.106
H -3.8140 4.9319 -1.6959 0.105
H -3.9916 2.5663 -0.3007 0.089
H -4.9304 2.9211 -1.7587 0.103
H -3.1987 1.6855 -3.0981 0.077
H -2.2569 1.4845 -1.6395 0.040
H -4.6625 -0.2160 -2.8627 0.051
H -4.7667 0.4707 -0.4662 0.053
H -2.8550 -0.6735 -1.3353 0.054
H 2.1539 -0.3508 -1.2341 0.097
H 3.0295 -1.6389 -3.0934 0.099
H 4.2509 -0.5096 -4.9246 0.098
H 4.5840 1.9581 -4.8362 0.098
H 3.6899 3.2716 -2.9516 0.094
C 0.0026 -7.1137 0.6088 -0.019
C 0.0157 -5.7033 0.0677 -0.487
C -1.0881 -5.3221 -0.8828 -0.032
O 0.8748 -4.9122 0.3903 0.053
H 0.8472 -7.2545 1.2804 0.075
H -0.9228 -7.2944 1.1577 0.086
H 0.0784 -7.8286 -0.2115 0.085
H -2.0533 -5.4276 -0.3929 0.076
H -1.0589 -5.9608 -1.7677 0.092
H -0.9591 -4.2898 -1.1871 0.071
C 2.7244 -5.7098 4.8299 -0.022
C 2.7570 -4.2959 4.2949 -0.495
C 1.6746 -3.9175 3.3169 -0.034
O 3.6126 -3.5136 4.6393 0.068
H 3.5522 -5.8553 5.5204 0.080
H 1.7855 -5.8889 5.3564 0.083
H 2.8167 -6.4217 4.0082 0.081
H 0.6948 -4.0237 3.7885 0.097
H 1.7215 -4.5530 2.4341 0.061
H 1.8119 -2.8823 3.0103 0.067
C 1.2374 1.1759 5.8998 -0.021
C 1.4188 0.2294 4.7379 -0.475
C 1.0464 -1.2144 4.9682 -0.017
O 1.8451 0.6119 3.6729 0.065
H 1.5416 2.1767 5.6023 0.081
H 0.1898 1.1972 6.2044 0.084
H 1.8499 0.8535 6.7430 0.086
H -0.0091 -1.2896 5.2356 0.093
H 1.6526 -1.6324 5.7733 0.094
H 1.2252 -1.7832 4.0594 0.031

No. 3
102
Properties=species:S:1:pos:R:3:lowdin_charge:R:1 method="wB97M-V/def2-TZVPD" total_charge=0 smiles="COC(=O)OC.COC(=O)OC.COC(=O)OC.COC(=O)OC.COC(=O)OC.COC(=O)OC.O=C1OCCO1.O=C1OCCO1.O=C1OCCO1" homo_ev=-10.371 total_energy_ha=-3089.096218
C -14.8392 1.0095 12.0828 -0.025
O -13.6740 0.2035 12.1255 0.020
C -13.7733 -1.1086 12.0580 -0.608
O -14.7821 -1.7714 12.0184 0.113
O -12.5448 -1.5939 11.9589 0.018
C -12.3164 -2.9078 11.5184 -0.052
H -15.4573 0.8931 12.9725 0.089
H -15.4731 0.7367 11.2329 0.104
H -14.4986 2.0197 11.8798 0.101
H -12.5200 -3.1179 10.4670 0.102
H -12.9602 -3.6395 12.0162 0.083
H -11.2950 -3.1990 11.7379 0.096
C -23.5736 -1.9052 6.7558 -0.036
O -22.6982 -2.0953 7.8572 -0.007
C -23.2040 -2.7315 8.9083 -0.629
O -24.2801 -3.2366 9.0101 0.154
O -22.2935 -2.6066 9.8678 0.015
C -22.5906 -3.0441 11.1627 -0.047
H -23.8564 -2.8334 6.2632 0.098
H -23.0677 -1.2986 6.0056 0.097
H -24.4440 -1.3238 7.0621 0.098
H -21.6628 -3.2666 11.6954 0.084
H -23.1787 -3.9612 11.1839 0.102
H -23.0427 -2.3334 11.8597 0.082
C -24.2979 3.0870 5.1102 -0.043
O -23.4439 2.3593 5.9900 0.007
C -23.9231 2.0183 7.1857 -0.621
O -25.0437 2.1399 7.5932 0.138
O -22.9377 1.4228 7.8381 -0.021
C -23.2079 0.7792 9.0795 -0.028
H -25.2370 3.4921 5.4816 0.093
H -24.5912 2.4813 4.2508 0.091
H -23.6371 3.8813 4.7644 0.093
H -23.2238 1.4476 9.9379 0.097
H -22.3586 0.1114 9.2191 0.069
H -24.0833 0.1329 9.0319 0.099
C -19.9220 0.7575 7.5328 -0.044
O -19.7122 -0.0856 6.4183 0.034
C -18.5537 0.1019 5.7965 -0.638
O -17.6516 0.7910 6.1827 0.127
O -18.5455 -0.6224 4.6984 0.011
C -17.3822 -0.5758 3.8982 -0.049
H -19.2380 0.6388 8.3744 0.090
H -20.9008 0.5764 7.9593 0.057
H -19.9147 1.8243 7.3025 0.108
H -17.3604 -1.4268 3.2075 0.090
H -16.5264 -0.7726 4.5430 0.100
H -17.4006 0.2619 3.2024 0.101
C -21.0929 -3.0161 17.5842 -0.044
O -20.3305 -4.0216 18.2228 0.008
C -19.0692 -3.7304 18.5230 -0.613
O -18.5817 -2.6503 18.3497 0.125
O -18.5502 -4.8588 19.0236 0.027
C -17.1527 -4.8940 19.1313 -0.071
H -20.8214 -2.9289 16.5317 0.088
H -20.8877 -2.0318 18.0153 0.090
H -22.1376 -3.2362 17.7770 0.098
H -16.6781 -5.8574 18.9419 0.096
H -16.6392 -4.5643 20.0388 0.095
H -16.7158 -4.2585 18.3540 0.088
C -18.6194 1.9845 17.3248 -0.041
O -18.4473 2.7875 16.1811 0.010
C -19.2197 2.6503 15.1032 -0.594
O -20.0039 1.7431 14.9430 0.099
O -18.8725 3.5817 14.2345 0.049
C -19.5123 3.3935 12.9709 -0.018
H -18.8721 2.5846 18.2031 0.096
H -17.6788 1.4619 17.4809 0.100
H -19.4848 1.3199 17.2727 0.091
H -19.3560 4.2121 12.2759 0.103
H -20.5764 3.2043 13.0975 0.089
H -19.1681 2.5172 12.4191 0.082
O -24.9515 -0.3945 11.6782 0.165
C -24.2106 -0.0617 12.5500 -0.597
O -24.1273 -0.6504 13.7669 0.067
C -23.0673 -0.0441 14.4930 -0.116
C -22.5718 1.1156 13.6587 -0.093
O -23.3488 0.9431 12.4492 0.063
H -23.5030 0.2645 15.4452 0.133
H -22.2635 -0.7552 14.6983 0.118
H -21.5228 1.0014 13.4260 0.082
H -22.8496 2.0715 14.0954 0.136
O -20.1852 0.2988 10.9332 0.171
C -19.6321 -0.1677 11.8812 -0.581
O -18.4408 0.2335 12.3834 0.036
C -18.0207 -0.6390 13.4695 -0.071
C -19.2777 -1.4851 13.7093 -0.089
O -20.1695 -1.0826 12.6825 0.052
H -17.0917 -1.1763 13.2961 0.103
H -17.8844 0.0793 14.2775 0.121
H -19.7571 -1.1730 14.6376 0.119
H -19.0811 -2.5549 13.7066 0.125
O -18.3724 -5.9698 15.8754 0.174
C -17.4383 -5.4931 15.3093 -0.592
O -16.3573 -6.2208 14.9288 0.066
C -15.4912 -5.3625 14.1780 -0.098
C -16.1757 -3.9721 14.1928 -0.114
O -17.2236 -4.2088 15.1182 0.060
H -14.4843 -5.2846 14.5811 0.127
H -15.4947 -5.7902 13.1751 0.130
H -16.4881 -3.5979 13.2173 0.115
H -15.4888 -3.2105 14.5620 0.126

No. 4
94
Properties=species:S:1:pos:R:3:lowdin_charge:R:1 method="wB97M-V/def2-TZVPD" total_charge=-1 homo_ev=-6.053 total_energy_ha=-5314.897034
Y -0.0411 -0.1398 -0.1564 1.134
C -2.9150 2.4931 1.9451 0.017
C -1.4867 1.9937 2.0922 -0.473
C -0.6837 2.8658 3.0396 0.009
O -0.8245 1.9829 0.7881 -0.120
C -1.5310 0.5331 2.5585 -0.596
O -1.8824 0.2698 3.6887 0.082
O -1.2002 -0.3348 1.6462 -0.259
H -2.9545 3.5314 1.6104 0.089
H -3.4044 2.4301 2.9163 0.105
H -3.4695 1.8760 1.2350 0.085
H -0.7884 3.9171 2.7653 0.100
H 0.3712 2.5931 3.0051 0.067
H -1.0479 2.7237 4.0560 0.097
H -1.0664 2.7813 0.2959 0.084
C 3.1687 1.6134 -1.7987 -0.010
C 3.0089 1.7965 -0.2996 -0.595
C 2.1415 2.9921 0.0294 -0.020
C 4.3578 1.9403 0.3874 -0.017
O 2.2882 0.6192 0.2168 -0.282
Si 2.9999 -0.8565 0.6867 -0.180
S 1.4166 -2.1261 0.8418 0.402
O 3.8662 -0.6402 2.0615 -0.155
C 3.4620 -0.4987 3.4400 -0.638
C 2.1973 0.3420 3.5442 -0.033
C 3.2455 -1.8852 4.0270 -0.034
C 4.6267 0.2007 4.1230 -0.029
O 4.1019 -1.1346 -0.4905 -0.158
C 5.1283 -2.1398 -0.6070 -0.635
C 5.2774 -2.4021 -2.0961 -0.025
C 6.4045 -1.5611 -0.0151 -0.028
C 4.7211 -3.4136 0.1206 -0.045
H 3.6139 2.5089 -2.2383 0.097
H 2.1969 1.4534 -2.2693 0.063
H 3.7974 0.7545 -2.0244 0.083
H 2.6230 3.9089 -0.3169 0.103
H 1.9706 3.0721 1.1031 0.088
H 1.1692 2.9302 -0.4555 0.045
H 4.8453 2.8397 0.0042 0.098
H 5.0105 1.0919 0.1962 0.072
H 4.2347 2.0492 1.4640 0.080
H 1.3481 -0.1708 3.0893 0.062
H 2.3421 1.3071 3.0555 0.074
H 1.9469 0.5257 4.5906 0.101
H 2.4473 -2.4046 3.4994 0.052
H 2.9722 -1.8131 5.0820 0.089
H 4.1628 -2.4721 3.9494 0.086
H 4.7815 1.1922 3.6957 0.078
H 5.5413 -0.3782 3.9890 0.086
H 4.4378 0.3121 5.1921 0.088
H 5.5430 -1.4820 -2.6191 0.087
H 4.3410 -2.7749 -2.5109 0.075
H 6.0605 -3.1395 -2.2838 0.088
H 6.6942 -0.6579 -0.5553 0.085
H 7.2243 -2.2790 -0.0888 0.087
H 6.2561 -1.3079 1.0349 0.080
H 3.7664 -3.7810 -0.2524 0.073
H 4.6332 -3.2473 1.1961 0.077
H 5.4781 -4.1849 -0.0395 0.090
N -0.7394 1.5124 -2.2918 0.042
C -1.4036 2.7488 -2.0419 -0.346
C -2.7597 2.7348 -1.7334 -0.052
C -3.3769 3.8758 -1.2531 -0.060
C -2.6517 5.0463 -1.0563 -0.264
C -1.3198 5.0756 -1.4423 -0.041
C -0.6977 3.9393 -1.9477 -0.055
S -3.4140 6.4612 -0.2627 0.389
O -4.3842 5.8352 0.6258 -0.370
O -2.2929 7.0947 0.4139 -0.367
O -3.9959 7.2405 -1.3372 -0.352
H 0.0826 1.6083 -2.8775 0.080
H -1.3547 0.8520 -2.7536 0.058
H -3.3236 1.8092 -1.8105 0.094
H -4.4177 3.8500 -0.9585 0.119
H -0.7596 5.9900 -1.2990 0.117
H 0.3503 3.9708 -2.2225 0.107
N 0.4615 -1.0354 -2.1803 -0.011
C 1.0938 -1.6791 -2.9336 -0.334
N 1.7564 -2.4782 -3.6564 0.080
C 2.1501 -2.1974 -4.8868 -0.408
N 2.5306 -2.0372 -5.9670 0.083
C -4.2645 -1.0137 0.1179 -0.287
As -2.6270 -1.1874 -0.8862 1.020
C -3.2545 -1.5680 -2.6774 -0.304
C -2.0943 -2.9884 -0.3319 -0.294
H -4.8623 -1.9172 -0.0080 0.031
H -4.8283 -0.1488 -0.2321 0.026
H -4.0198 -0.8753 1.1700 0.029
H -3.8987 -2.4482 -2.6699 0.029
H -2.3973 -1.7528 -3.3237 0.020
H -3.8184 -0.7171 -3.0622 0.022
H -2.9261 -3.6706 -0.5175 0.029
H -1.8526 -2.9725 0.7300 0.025
H -1.2184 -3.3106 -0.8945 0.017

No. 5
84
Properties=species:S:1:pos:R:3:lowdin_spin:R:1 method="wB97M-V/def2-TZVPD" total_charge=+1 spin_multiplicity=5 homo_ev="-9.904 / -9.898" total_energy_ha=-2989.803549
O -1.2456 -2.0167 -1.3214 0.000
O -2.0064 -0.4170 -2.8159 0.000
C -0.1054 -2.9543 -1.4637 0.000
C 0.3095 -3.8815 -0.3138 0.000
H 0.7709 -2.3946 -1.7745 0.000
H -0.4967 -3.5505 -2.3193 0.000
H 1.0130 -3.4118 0.4014 0.000
H 0.9127 -4.6737 -0.7942 0.000
H -0.4902 -4.3904 0.2216 0.000
C -2.0365 -2.1649 -0.0628 0.000
C -3.0945 -3.1083 -0.5164 0.000
H -2.3893 -1.1931 0.2701 0.000
H -1.4588 -2.5783 0.7965 0.000
H -3.5833 -2.6860 -1.4053 0.000
H -3.8588 -3.3094 0.2433 0.000
H -2.6565 -4.0605 -0.8288 0.000
C -3.1568 0.4660 -2.7265 0.000
C -1.8356 -1.3937 -3.9167 0.000
C -4.3319 -0.1134 -1.9975 0.000
H -3.3241 0.6149 -3.7877 0.000
H -2.7722 1.3777 -2.2327 0.000
H -4.7456 -1.0321 -2.4612 0.000
H -5.1153 0.6434 -2.0835 0.000
H -4.1332 -0.2887 -0.9289 0.000
C -3.0893 -2.1447 -4.1624 0.000
H -0.9862 -2.0657 -3.6718 0.000
H -1.5556 -0.7417 -4.7212 0.000
H -3.4238 -2.7417 -3.3055 0.000
H -2.8994 -2.8341 -4.9816 0.000
H -3.9002 -1.4791 -4.4996 0.000
H -1.9466 -1.2765 -1.9936 0.000
Ho 0.8057 1.1537 0.9828 4.047
C 0.0954 0.8566 -1.1422 -0.015
Si 0.5346 1.3532 -2.8478 -0.002
H -0.5504 1.6139 -0.6501 -0.001
H 0.8671 -0.0438 -0.9547 -0.001
C 1.4316 -0.0367 -3.9336 0.000
C 1.8912 2.7310 -2.6384 0.000
C -0.7025 2.2054 -4.1151 0.000
C 2.6691 -0.1949 0.5931 -0.010
Si 3.7008 0.9268 1.6970 0.000
H 3.0365 -0.3369 -0.4403 0.000
H 2.6180 -1.2148 1.0157 -0.001
C 4.1353 2.4543 0.6981 0.000
C 5.2085 -0.0599 2.1874 0.000
C 2.8530 1.5600 3.2870 -0.001
H -0.1453 2.8170 -4.8651 0.000
H -1.3675 2.8823 -3.5423 0.000
H -1.2961 1.4485 -4.6730 0.000
H 2.3229 -0.3772 -3.3618 0.000
H 1.7723 0.3619 -4.9223 0.000
H 0.7509 -0.8998 -4.1243 0.000
H 2.4893 2.4982 -1.7305 0.000
H 1.3705 3.7054 -2.5194 0.000
H 2.5771 2.7938 -3.5176 0.000
H 5.4306 -0.7586 1.3700 0.000
H 5.0170 -0.6564 3.0894 0.000
H 6.1021 0.5514 2.3658 0.000
H 2.3447 0.7750 3.8656 0.000
H 2.1507 2.4042 3.1740 0.000
H 3.6459 1.9496 3.9486 0.000
H 5.0178 2.9330 1.1462 0.000
H 3.3288 3.2029 0.6658 0.000
H 4.3801 2.1659 -0.3325 0.000
F -1.2253 5.6546 2.8597 0.000
C -0.9900 4.3214 3.1550 0.000
C -0.9496 3.4209 2.0868 -0.001
C -0.7967 2.1088 2.4669 -0.009
C -0.6221 1.5741 3.7303 -0.001
C -0.6337 2.5710 4.7365 0.000
F -0.2005 2.2457 6.0110 0.000
C -0.8620 3.9279 4.4678 0.000
C -0.3220 0.1204 3.9228 0.000
C -0.4101 -0.4877 5.1845 0.000
C 0.0698 -1.7701 5.3886 0.000
C 0.5183 -2.4995 4.2774 0.000
C 0.4819 -1.8939 3.0191 0.000
N 0.1155 -0.5809 2.8168 -0.004
H -1.1174 3.7279 1.0454 0.000
H -0.9216 4.6565 5.2780 0.000
H -0.7994 0.1094 6.0009 0.000
H 0.1097 -2.1961 6.3923 0.000
H 0.9080 -3.5135 4.3997 0.000
H 0.7935 -2.4622 2.1390 0.000